Entry 1:
{"formula": "C6H13NO", "method": "ωB97M-V/def2-TZVPD", "relative_energy_kj_mol": 273.2, "gap_ev": 9.00, "homo_ha": -0.2992, "lumo_ev": 0.859, "smiles": "C=C/C(=C\\N)CC.O", "symbols": ["C", "C", "C", "C", "N", "C", "C", "H", "H", "H", "H", "H", "H", "H", "H", "H", "H", "H", "O", "H", "H"], "coordinates": [[2.268, -1.042, 0.858], [1.224, -0.818, 0.057], [-0.226, -0.990, 0.190], [-0.883, -1.457, 1.257], [-0.256, -2.088, 2.341], [-1.005, -0.224, -0.860], [-0.984, 1.290, -0.448], [3.318, -1.180, 0.638], [2.131, -1.278, 1.911], [1.573, -0.591, -0.953], [-1.950, -1.643, 1.231], [-0.341, -1.652, 3.251], [0.745, -2.194, 2.249], [-0.641, -0.269, -1.884], [-2.054, -0.510, -0.833], [-1.732, 1.713, -1.121], [-0.071, 1.701, -0.882], [-0.947, 1.487, 0.608], [-0.413, 3.358, -2.711], [0.423, 3.806, -2.723], [-0.178, 2.580, -2.176]], "forces_ev_per_a": [[-0.4039, -0.7698, 1.7846], [1.2997, -0.5937, -0.8890], [-0.0837, 1.2041, -0.3041], [0.7195, -1.0519, 0.0686], [0.6004, -0.1692, 0.7490], [-0.3658, 0.7645, 1.4143], [0.7123, -1.0220, -2.5160], [-0.0938, 0.6871, -0.8740], [-0.0563, 0.1591, -0.0715], [-0.5068, 0.0268, -0.1390], [-0.1484, 0.5557, -0.0190], [-0.7657, 0.0361, -0.0658], [-0.2502, -0.1086, -0.5284], [0.1184, -0.4304, 0.0055], [-0.0400, -0.3501, -0.1654], [-0.5244, 0.6505, 1.0135], [0.4643, -0.0876, 0.6613], [-0.6954, 0.1377, 0.2777], [-0.0844, -0.7627, 0.2763], [0.6125, 0.7539, -0.2810], [-0.5083, 0.3705, -0.3976]], "lowdin_charge": [0.006, -0.133, -0.271, -0.147, 0.039, -0.204, -0.080, 0.056, 0.034, 0.103, 0.116, 0.086, 0.036, 0.107, 0.099, 0.077, 0.041, 0.083, -0.058, 0.025, -0.016]}

=====

Entry 2:
{"formula": "C6H13NO", "method": "ωB97M-V/def2-TZVPD", "relative_energy_kj_mol": 40.0, "gap_ev": 10.44, "homo_ha": -0.3499, "lumo_ev": 0.921, "smiles": "CCCC(=O)NCC", "symbols": ["C", "C", "C", "C", "O", "N", "C", "C", "H", "H", "H", "H", "H", "H", "H", "H", "H", "H", "H", "H", "H"], "coordinates": [[3.057, 1.326, -0.580], [1.598, 1.485, -0.187], [0.664, 0.671, -1.085], [-0.695, 0.562, -0.423], [-1.530, 1.442, -0.531], [-0.867, -0.552, 0.336], [-2.107, -0.836, 1.042], [-2.475, -2.328, 0.821], [3.799, 1.845, 0.033], [3.171, 1.695, -1.602], [3.448, 0.308, -0.560], [1.349, 2.547, -0.233], [1.455, 1.271, 0.876], [0.616, 1.125, -2.076], [1.110, -0.302, -1.329], [-0.103, -1.198, 0.368], [-2.863, -0.129, 0.725], [-1.962, -0.697, 2.114], [-1.727, -2.786, 0.175], [-3.436, -2.556, 0.360], [-2.500, -2.892, 1.756]], "forces_ev_per_a": [[0.6472, -0.0015, -0.3408], [0.4715, 0.3692, 0.5358], [0.4977, -0.1852, -0.1763], [0.0430, 0.1902, -0.4386], [-0.0652, -0.1073, 0.0779], [-0.3467, 0.6727, -0.2057], [0.2532, -1.1268, 0.2605], [-0.1819, -0.1655, 0.1224], [-0.4664, 0.4317, 0.1259], [0.1889, -0.0559, -0.0429], [-0.4863, -0.3120, -0.1180], [-0.1679, -0.0139, -0.2824], [-0.0442, -0.4701, -0.0574], [-0.4567, 0.3430, 0.1871], [-0.1075, -0.1271, 0.5521], [0.0075, -0.2588, 0.1192], [-0.0051, 0.0310, -0.2645], [0.0191, 0.2211, 0.0361], [0.0509, -0.1060, 0.0178], [-0.0661, 0.5379, -0.1457], [0.2151, 0.1335, 0.0375]], "lowdin_charge": [-0.124, -0.257, -0.131, -0.511, 0.054, 0.041, -0.203, -0.078, 0.069, 0.074, 0.068, 0.114, 0.110, 0.123, 0.112, 0.131, 0.110, 0.108, 0.062, 0.065, 0.063]}

=====

Entry 3:
{"formula": "C6H13NO", "method": "ωB97M-V/def2-TZVPD", "relative_energy_kj_mol": 69.5, "gap_ev": 10.19, "homo_ha": -0.3389, "lumo_ev": 0.972, "smiles": "CCC(=O)N(C)CC", "symbols": ["C", "C", "C", "O", "N", "C", "C", "C", "H", "H", "H", "H", "H", "H", "H", "H", "H", "H", "H", "H", "H"], "coordinates": [[1.248, -1.063, 1.913], [0.237, 0.093, 1.823], [0.015, 0.816, 0.517], [-0.420, 1.951, 0.545], [0.380, 0.233, -0.691], [0.170, 1.096, -1.846], [-0.027, -1.148, -0.926], [-1.547, -1.328, -1.054], [0.801, -2.022, 1.677], [1.677, -1.092, 2.913], [2.101, -0.900, 1.248], [-0.724, -0.247, 2.220], [0.542, 0.869, 2.513], [0.668, 0.642, -2.707], [0.659, 2.050, -1.690], [-0.879, 1.299, -2.034], [0.451, -1.491, -1.847], [0.370, -1.791, -0.152], [-1.904, -2.315, -0.771], [-1.853, -1.193, -2.089], [-2.093, -0.548, -0.517]], "forces_ev_per_a": [[0.2917, 0.5401, -0.1508], [0.1380, -0.8040, 0.3375], [0.1099, 0.1601, -0.3474], [0.0322, 0.1595, 0.0489], [-0.3514, 0.0120, 0.2202], [0.6327, 0.0514, -0.1132], [-0.0617, -0.4483, -0.1213], [-0.1149, 0.4074, -0.5154], [0.0662, -0.1630, 0.1651], [-0.1833, -0.1724, 0.1350], [-0.1573, -0.0415, -0.0987], [-0.0881, 0.0752, -0.2152], [0.0567, 0.3136, 0.0400], [-0.3226, -0.1143, 0.0311], [-0.0117, 0.1484, 0.2029], [-0.2392, -0.0661, -0.1735], [0.0472, 0.1223, 0.0384], [-0.0272, 0.0679, 0.1405], [0.1199, -0.0240, 0.2501], [-0.0082, 0.0038, -0.1974], [0.0712, -0.2280, 0.3232]], "lowdin_charge": [-0.106, -0.142, -0.478, 0.062, -0.116, -0.060, -0.220, -0.065, 0.056, 0.070, 0.082, 0.123, 0.112, 0.093, 0.088, 0.090, 0.117, 0.076, 0.071, 0.066, 0.081]}

=====

Entry 4:
{"formula": "C6H13NO", "method": "ωB97M-V/def2-TZVPD", "relative_energy_kj_mol": 746.1, "gap_ev": [7.63, 7.62], "homo_ha": [-0.2443, -0.2441], "lumo_ev": [0.979, 0.979], "symbols": ["C", "C", "C", "C", "N", "C", "C", "O", "H", "H", "H", "H", "H", "H", "H", "H", "H", "H", "H", "H", "H"], "coordinates": [[0.325, 0.263, -0.545], [-1.750, 0.482, -0.278], [0.934, 1.628, -0.671], [-2.528, -0.783, -0.504], [2.252, -1.079, 0.353], [0.312, -0.403, 0.650], [-0.016, -0.735, 1.871], [3.302, -0.274, -0.196], [3.641, 0.194, 0.579], [2.207, -1.861, -0.306], [0.306, -0.351, -1.442], [-1.950, 0.999, 0.659], [-1.809, 1.192, -1.100], [0.744, 2.232, 0.217], [2.018, 1.518, -0.789], [0.542, 2.149, -1.547], [-1.001, -0.541, 2.278], [0.702, -1.274, 2.476], [-2.168, -1.323, -1.385], [-3.593, -0.575, -0.674], [-2.470, -1.459, 0.353]], "forces_ev_per_a": [[-5.1530, 1.2288, -0.5724], [2.0079, 0.6068, -1.3745], [0.2342, 0.0585, 0.0406], [0.0387, -0.1811, -0.0052], [-0.9109, -0.8296, 1.7838], [4.6562, -1.3616, 0.6232], [-0.0464, -0.1333, -0.3729], [-0.5552, 0.4902, -0.0718], [-0.0165, -0.2720, -0.1443], [-0.2334, 0.3907, -0.0240], [0.1585, 0.0003, 0.1399], [0.2776, -0.0994, 0.0676], [-0.3715, 0.0156, 0.0121], [-0.0336, -0.0584, -0.0334], [-0.2108, 0.0206, -0.0128], [-0.0214, -0.0658, 0.0561], [-0.0202, 0.0719, -0.0849], [0.0276, 0.0344, -0.0883], [-0.0222, 0.0339, 0.0889], [0.1545, 0.0479, 0.0486], [0.0399, 0.0016, -0.0763]], "lowdin_charge": [-0.234, -0.127, -0.068, -0.156, -0.096, -0.164, 0.055, -0.180, 0.074, 0.045, 0.131, 0.074, 0.065, 0.090, 0.067, 0.080, 0.070, 0.067, 0.073, 0.072, 0.061]}

=====

Entry 5:
{"formula": "C6H13NO", "method": "ωB97M-V/def2-TZVPD", "relative_energy_kj_mol": 642.5, "gap_ev": 9.95, "homo_ha": -0.3296, "lumo_ev": 0.978, "symbols": ["C", "C", "C", "C", "C", "C", "H", "H", "H", "H", "H", "H", "H", "H", "H", "H", "H", "H", "H", "N", "O"], "coordinates": [[2.974, 2.081, -0.529], [1.472, 1.578, -0.236], [-0.885, -0.686, 0.080], [-0.982, -0.637, 1.698], [-0.399, -1.958, -0.432], [-2.225, -0.475, -0.593], [3.192, 2.175, -1.697], [3.753, 1.434, -0.097], [3.095, 3.111, -0.240], [0.316, 2.129, -0.580], [-1.277, 0.480, 1.943], [0.071, -0.790, 1.805], [-1.507, -1.474, 2.118], [0.558, -2.331, 0.085], [-1.110, -2.748, -0.237], [-0.310, -1.767, -1.501], [-3.065, -0.931, 0.406], [-2.222, -0.692, -1.660], [-2.358, 0.616, -0.451], [1.182, 0.363, 0.179], [-0.273, 0.524, -0.063]], "forces_ev_per_a": [[-1.5272, -0.4888, -1.8996], [0.1598, -0.4952, -1.0744], [-3.9553, -0.0489, 4.0221], [-0.2399, 1.1748, -2.2585], [3.1147, -1.1758, 0.2591], [-2.3472, 1.0287, 4.5445], [-0.8364, -0.6782, 2.2863], [-0.5420, 0.2140, -0.0270], [0.0005, 0.2744, 0.6278], [4.3278, -0.6153, 0.8067], [0.2846, -2.6777, -0.0106], [0.6829, 0.1633, 1.2989], [-0.6001, -0.0333, 0.5539], [-1.0244, 0.7283, -1.1512], [-0.5060, 0.0383, -0.1417], [0.5634, -0.8164, -0.2037], [1.9860, 0.8585, -4.1361], [-0.6955, -0.6197, 0.2720], [-0.5540, -0.4494, -0.4370], [-0.7166, 4.8432, -1.9153], [2.4250, -1.2247, -1.4164]], "lowdin_charge": [-0.080, -0.137, -0.762, -0.029, -0.067, -0.031, 0.105, 0.060, 0.034, 0.215, 0.131, 0.038, 0.059, 0.113, 0.088, 0.091, 0.196, 0.073, 0.071, 0.104, -0.272]}

=====

Entry 6:
{"formula": "C6H13NO", "method": "ωB97M-V/def2-TZVPD", "relative_energy_kj_mol": 1052.3, "gap_ev": 7.65, "homo_ha": -0.3016, "lumo_ev": -0.561, "symbols": ["C", "C", "C", "O", "C", "N", "C", "C", "H", "H", "H", "H", "H", "H", "H", "H", "H", "H", "H", "H", "H"], "coordinates": [[-0.893, -0.430, -0.765], [0.159, -1.597, -0.454], [-0.178, -2.606, 0.521], [-1.145, -2.666, 1.455], [-0.099, 0.883, -0.781], [-0.563, 2.184, -0.486], [-0.658, 2.670, -1.824], [1.154, -0.141, 2.473], [-1.864, -0.359, -0.190], [-0.916, 0.421, -1.671], [0.822, -1.777, -1.233], [0.632, -1.640, 0.787], [0.249, -3.619, 0.330], [0.800, 0.909, -1.276], [1.012, -0.847, 3.306], [0.439, 3.122, -2.340], [-1.090, 1.918, -2.463], [-1.267, 3.435, -1.812], [0.092, -0.106, 2.044], [1.959, -0.605, 1.747], [1.355, 0.849, 2.632]], "forces_ev_per_a": [[2.7971, 2.5314, 2.9056], [-4.1514, 0.8978, 1.6213], [-5.8660, -3.7260, 1.6045], [3.9051, 1.3859, -3.8175], [-2.8596, 3.8029, 4.9870], [0.1862, -5.7374, -0.4419], [5.8934, -0.3068, -1.4547], [-1.2519, -3.6924, -2.2591], [1.1857, -0.2470, -0.8144], [-1.3008, -3.2349, -1.1252], [1.5945, -0.6651, -0.6923], [1.2469, 2.0460, -1.4383], [0.8530, 0.8818, 0.3494], [2.2599, -0.7348, -1.7768], [0.5552, 0.7870, 0.1193], [-2.6769, -1.4044, 1.0879], [-0.1191, 0.1499, -1.0773], [-3.0320, 4.1803, -0.1590], [1.5040, -0.2665, -0.0157], [-1.6918, 1.0380, 1.2941], [0.9683, 2.3143, 1.1034]], "lowdin_charge": [0.014, -0.054, -0.349, -0.111, -0.268, -0.061, -0.227, -0.042, 0.149, 0.138, 0.103, 0.140, 0.144, 0.086, 0.037, 0.155, 0.049, 0.005, 0.047, 0.068, -0.020]}